[1]
Here is C43H43AsN3OS2V as an isolated structure from the OMol25 dataset. Energies are from ωB97M-V/def2-TZVPD.

Cartesian coordinates (Å):
As 1.662 -0.535 1.566
V 0.504 -0.664 -0.606
S 2.313 0.977 -2.631
S 0.198 -2.850 -0.168
O 2.243 -0.215 -1.657
N -5.349 -1.438 -1.983
N -0.506 1.200 -0.672
N -1.078 0.201 -0.023
C 2.609 0.939 3.792
C 0.557 -4.607 3.432
C -0.699 -0.432 -3.043
C -2.865 1.482 1.142
C -2.964 3.592 -2.992
C -5.074 -1.256 -0.628
C 1.075 -3.669 4.287
C -3.000 -0.936 -2.707
C -4.445 -0.590 -2.740
C -6.748 -1.136 -2.268
C -0.317 -1.751 -3.230
C 1.914 3.124 4.505
C -2.102 4.189 -2.120
C 4.493 0.080 1.491
C 2.715 1.998 4.653
C -1.974 -0.038 -2.644
C -2.418 -0.869 1.715
C 4.555 2.330 -1.621
C -1.347 -2.724 -3.225
C 0.624 -3.079 1.595
C 2.967 2.349 -1.655
C -1.311 3.367 -1.329
C 5.835 -0.150 1.122
C 1.765 0.983 2.700
C -3.826 1.498 2.128
C 5.223 -2.344 0.359
C -2.108 0.282 0.927
C 3.527 -0.924 1.282
C 3.877 -2.126 0.667
C -3.093 2.207 -3.123
C 1.127 -2.139 2.410
C -2.637 -2.294 -2.974
C 5.030 1.024 -2.341
C 3.978 0.678 -3.390
C 0.975 3.100 3.519
C 0.369 -4.351 2.086
C 0.839 1.986 2.647
C -1.316 1.999 -1.493
C -2.190 1.382 -2.445
C -4.024 0.461 3.047
C 6.262 -1.415 0.653
C 1.358 -2.430 3.799
C -3.314 -0.754 2.759
H -4.336 2.438 2.308
H 2.504 3.206 -2.034
H -1.803 -1.670 1.535
H -1.155 -3.758 -3.285
H -7.014 -1.249 -3.314
H 1.930 3.923 5.262
H -4.708 0.450 3.880
H -0.024 0.331 -3.378
H -5.261 -0.231 -0.257
H 5.008 0.272 -1.583
H -5.747 -1.884 -0.031
H 7.342 -1.614 0.515
H 5.934 1.170 -2.906
H 4.869 3.215 -2.178
H 5.482 -3.194 -0.200
H -4.644 -0.654 -3.840
H 4.193 0.955 1.950
H 0.116 1.974 1.830
H 3.963 -0.355 -3.620
H -4.608 0.511 -2.405
H -3.714 4.134 -3.564
H -3.591 -1.626 3.332
H -0.656 3.753 -0.560
H -3.446 -2.967 -2.924
H 0.658 -1.945 -3.698
H -7.433 -1.823 -1.730
H 3.391 0.105 3.905
H -7.009 -0.089 -1.969
H 0.398 -5.611 3.822
H -3.628 1.738 -3.915
H 1.772 -1.690 4.441
H 2.597 2.340 -0.611
H 0.192 3.843 3.478
H 6.597 0.645 1.293
H 3.207 -2.872 0.227
H 4.917 2.430 -0.587
H 4.134 1.286 -4.265
H 3.334 1.931 5.500
H -4.093 -1.588 -0.264
H -2.209 5.258 -2.047
H -2.697 2.315 0.491
H 1.347 -3.936 5.326
H 0.002 -5.183 1.495

Properties
Spin multiplicity   2
HOMO (spin up / spin down)   -9.777 / -9.652 eV
Net charge   +1
HOMO-LUMO gap (spin up / spin down)   6.295 / 6.274 eV


[2]
Here is one molecule with the formula C5H13NS from the OMol25 dataset. Energies are from ωB97M-V/def2-TZVPD.

Cartesian coordinates (Å):
S 2.061 2.620 0.214
N -0.793 -0.372 -0.958
C -1.796 -2.590 0.179
C 0.610 1.466 0.224
C 0.372 0.676 -1.048
C -1.524 -2.474 1.690
C -0.827 -2.020 -0.820
H -2.426 -2.504 2.240
H -2.121 -3.669 -0.067
H -2.776 -1.896 -0.073
H 0.718 0.877 1.174
H -0.949 -3.300 2.268
H 1.364 3.695 -0.171
H -1.488 -0.199 -0.212
H -1.147 -2.444 -1.855
H -1.007 -1.586 1.940
H 1.235 0.056 -1.291
H 0.289 -2.270 -0.551
H -0.324 2.176 0.411
H 0.199 1.401 -1.888

Properties
ΔE to the lowest compared entry with this formula, charge and spin   2.5714 eV
HOMO   -8.523 eV
SMILES string   CCCNCCS
Net charge   0
HOMO-LUMO gap   9.473 eV


[3]
Here is one molecule with the formula C6H9NO2 from the OMol25 dataset. Energies are from ωB97M-V/def2-TZVPD.

Cartesian coordinates (Å):
O 1.696 1.919 -0.343
O -2.886 -0.472 -0.788
N 1.464 -0.339 -0.763
C 2.162 0.800 -0.451
C 0.198 -0.880 -0.280
C -1.253 0.974 0.372
C -2.455 0.652 -0.515
C -0.497 -0.244 0.884
C 1.507 -1.611 -0.085
H 1.767 -2.468 -0.752
H -1.211 -0.974 1.373
H -2.942 1.575 -0.986
H -0.621 1.731 -0.145
H 1.860 -1.707 0.915
H 0.143 0.095 1.727
H -1.704 1.561 1.198
H 3.256 0.611 -0.335
H -0.485 -1.226 -1.024

Properties
ΔE to the lowest compared entry with this formula, charge and spin   1.9371 eV
HOMO   -9.875 eV
SMILES string   O=CCC[C@@H]1CN1C=O
Net charge   0
HOMO-LUMO gap   10.799 eV


[4]
Here is one molecule with the formula C13H7FI2O2 from the OMol25 dataset. Energies are from ωB97M-V/def2-TZVPD.

Cartesian coordinates (Å):
I 3.405 2.107 -2.026
I 2.386 -0.706 2.279
F -5.453 1.166 0.663
O -2.835 2.344 1.052
O -3.205 -2.961 -0.950
C -1.561 0.464 0.003
C -3.124 -1.764 -0.559
C 2.561 0.887 -0.448
C 4.871 0.853 0.923
C -0.483 -1.847 -1.020
C -4.271 0.454 0.341
C -0.167 1.183 0.057
C -2.867 1.196 0.516
C -1.711 -1.007 -0.517
C -4.389 -0.885 -0.123
C 1.042 0.342 -0.453
C 3.336 0.490 0.695
C 0.887 -1.134 -0.983
H -0.041 2.244 0.440
H -5.409 -1.381 -0.204
H 5.375 1.381 0.050
H 5.426 -0.157 1.049
H 4.998 1.393 1.931
H -0.566 -2.922 -1.374
H 1.796 -1.740 -1.344

Properties
HOMO   -9.084 eV
SMILES string   C/C(I)=C(\I)c1ccc2c(c1)C(=O)C(F)=CC2=O
Net charge   0
HOMO-LUMO gap   7.195 eV


[5]
Here is C6H26NO7 as an isolated structure from the OMol25 dataset. Energies are from ωB97M-V/def2-TZVPD.

Cartesian coordinates (Å):
O 3.020 0.261 3.134
O 2.213 -2.301 1.164
O -0.442 1.309 2.041
O 1.399 0.272 0.847
O -3.276 0.360 2.257
O -0.359 3.948 1.229
O 1.181 -1.760 -3.735
N -0.599 0.077 -1.740
C 1.603 0.409 -0.535
C -1.974 -1.696 -0.733
C -0.956 -2.753 -0.316
C 0.464 1.017 -1.341
C -1.477 -0.269 -0.619
C -1.406 0.761 -2.752
H -1.167 -3.709 -0.809
H -2.308 0.433 -0.524
H -0.011 1.365 2.902
H 0.055 -2.500 -0.653
H 0.293 3.841 0.530
H -2.308 0.184 -2.981
H -3.567 1.277 2.232
H 0.612 -1.005 -3.525
H 1.727 -1.445 1.081
H -0.998 -2.959 0.754
H -0.597 3.025 1.477
H 0.689 -2.495 -3.345
H -2.881 -1.812 -0.145
H -0.844 0.898 -3.678
H -1.737 1.742 -2.380
H 2.908 -2.199 0.506
H -2.349 0.419 1.961
H 0.937 1.324 -2.282
H 2.507 1.029 -0.675
H -0.928 -0.147 0.311
H 2.240 0.566 2.628
H 0.053 1.906 -0.846
H 0.399 0.798 1.409
H 1.878 -0.551 -1.006
H -2.284 -1.890 -1.763
H 3.036 -0.645 2.792

Properties
ΔE to the lowest compared entry with this formula, charge and spin   0.8128 eV
HOMO   -5.763 eV
Net charge   -1
HOMO-LUMO gap   8.853 eV


[6]
Here is CCl6P as an isolated structure from the OMol25 dataset. Energies are from ωB97M-V/def2-TZVPD.

Cartesian coordinates (Å):
Cl -2.750 1.640 -0.724
Cl 5.184 1.304 0.807
Cl -1.447 -0.923 -0.691
Cl -3.475 -0.252 1.428
Cl 0.905 -0.852 0.042
Cl 3.517 -1.092 0.074
P 5.047 -0.082 -0.633
C -2.644 0.035 -0.050

Properties
ΔE to the lowest compared entry with this formula, charge and spin   0.4641 eV
Spin multiplicity   3
HOMO (spin up / spin down)   -11.088 / -13.893 eV
Net charge   +1
HOMO-LUMO gap (spin up / spin down)   3.639 / 5.753 eV


[7]
Here is one molecule with the formula C4H7NO2S from the OMol25 dataset. Energies are from ωB97M-V/def2-TZVPD.

Cartesian coordinates (Å):
S -2.884 -0.875 -0.943
O 2.945 0.893 -0.614
O -1.223 0.666 -2.118
N 0.706 0.967 -0.943
C 1.373 -0.250 1.113
C -1.315 -0.304 0.055
C -0.638 0.447 -1.024
C 1.726 0.689 -0.117
H -0.646 -1.261 0.075
H 0.676 -1.180 0.934
H 2.286 -0.701 1.807
H -1.350 0.257 1.024
H -3.768 -1.147 0.376
H 0.946 0.388 2.000
H 1.165 1.412 -1.624

Properties
ΔE to the lowest compared entry with this formula, charge and spin   4.0405 eV
HOMO   -9.480 eV
SMILES string   CC(=O)NC(=O)CS
Net charge   0
HOMO-LUMO gap   9.648 eV


[8]
Here is one molecule with the formula C4H7IO from the OMol25 dataset. Energies are from ωB97M-V/def2-TZVPD.

Cartesian coordinates (Å):
I -0.787 -0.528 -3.355
O -1.623 -2.808 -0.546
C 0.221 0.351 0.924
C 0.049 0.581 -0.627
C -0.135 -0.794 -1.208
C -1.514 -1.610 -0.564
H -0.703 0.117 1.494
H 0.653 1.316 1.249
H -2.224 -0.764 -0.232
H 0.934 -0.477 1.144
H -0.899 0.992 -0.796
H 0.743 -1.434 -1.125
H 0.836 1.161 -1.204

Properties
ΔE to the lowest compared entry with this formula, charge and spin   0.9613 eV
HOMO   -9.484 eV
SMILES string   CC[C@H](I)C=O
Net charge   0
HOMO-LUMO gap   9.484 eV


The calculation returns the following max |F| values, one per record and in order: 3.4 4.3 2.5 4.9 1.0 2.5 6.6 2.9 eV/Å.